5 unconnected molecules or ions with the total composition C24H29ClN2O6 at a distorted geometry, computed with ωB97M-V with the def2-TZVPD basis set.

Calculated values
Orbital gap in eV: 5.87
Lowest unoccupied orbital energy in eV: -1.32
Energy above the lowest of the compared OMol25 structures with the same formula, charge and spin in eV: 0.8746
Energy in hartree: -1952.8000
Total charge: 0

Last column: natural (NBO) charge in e.
Cartesian coordinates (Å):
C 3.099 -1.138 1.400  -0.61
C 3.510 -0.629 2.730  -0.24
N 3.916 0.856 2.550  -0.29
C 2.992 1.791 2.212  -0.02
C 3.521 2.990 2.664  -0.06
N 4.862 2.654 3.085  -0.29
C 4.988 1.338 3.162  0.23
C 5.875 3.616 3.480  -0.44
H 2.389 -0.570 0.932  0.23
H 2.752 -2.101 1.428  0.23
H 4.019 -1.156 0.702  0.19
H 4.252 -1.349 3.039  0.23
H 2.831 -1.018 3.578  0.26
H 1.927 1.682 1.957  0.32
H 3.236 3.995 2.304  0.26
H 6.016 0.904 3.159  0.25
H 6.057 3.383 4.604  0.23
H 5.796 4.723 3.267  0.27
H 6.858 3.220 3.059  0.22
Cl -0.651 0.393 1.703  -0.93
C -2.278 -4.515 0.350  -0.30
C -2.187 -3.146 1.070  -0.25
C -3.164 -2.700 1.990  0.27
C -4.189 -3.661 2.289  -0.22
C -4.399 -4.866 1.625  -0.27
C -3.487 -5.268 0.646  0.28
O -3.731 -6.442 -0.063  -0.68
O -2.982 -1.457 2.662  -0.69
H -1.568 -4.876 -0.343  0.20
H -1.199 -2.717 0.914  0.22
H -4.894 -3.420 2.947  0.20
H -5.150 -5.559 1.867  0.22
H -2.895 -6.506 -0.606  0.47
H -2.356 -0.991 2.157  0.51
C -2.009 3.712 -3.021  -0.29
C -1.328 3.534 -1.731  -0.21
C -2.015 3.966 -0.523  0.26
C -3.318 4.512 -0.610  -0.22
C -3.934 4.685 -1.879  -0.25
C -3.336 4.263 -3.039  0.30
O -4.007 4.402 -4.230  -0.69
O -1.378 4.009 0.702  -0.74
H -1.436 3.326 -3.815  0.21
H -0.241 3.327 -1.833  0.22
H -3.785 4.763 0.337  0.22
H -4.783 5.024 -1.842  0.19
H -3.734 3.818 -4.917  0.48
H -1.326 3.102 1.176  0.52
C 0.532 -1.533 -1.768  -0.26
C 1.172 -2.540 -2.797  -0.28
C 0.788 -2.623 -4.101  0.26
C -0.349 -1.830 -4.555  -0.25
C -0.995 -0.980 -3.589  -0.25
C -0.621 -0.778 -2.231  0.29
O -1.023 0.233 -1.344  -0.67
O 1.448 -3.441 -4.981  -0.69
H 0.920 -1.370 -0.786  0.21
H 2.042 -3.077 -2.595  0.19
H -0.927 -1.739 -5.521  0.24
H -1.630 -0.225 -3.821  0.21
H -0.712 -0.047 -0.554  0.50
H 2.219 -3.958 -4.650  0.49

A gas-phase ion, C2H5N3S (charge +2) at a distorted geometry, computed with ωB97M-V with the def2-TZVPD basis set.

Calculated values
Orbital gap (spin up / spin down) in eV: 6.54 / 6.00
Lowest unoccupied orbital energy (spin up / spin down) in eV: -13.87 / -14.07
Energy above the lowest of the compared OMol25 structures with the same formula, charge and spin in eV: 3.0835
Energy in hartree: -640.7941
Total charge: +2

Last column: natural (NBO) charge in e.
Cartesian coordinates (Å):
C -0.219 -1.132 0.140  0.43
C 1.041 1.025 -0.140  0.23
N -1.559 -0.946 0.156  -0.70
N 0.798 -0.337 -0.148  -0.42
N 0.240 1.924 0.229  -0.45
S -2.617 0.292 -0.051  1.04
H -0.001 -2.122 0.393  0.27
H 2.040 1.283 -0.134  0.24
H -1.928 -1.875 -0.010  0.48
H 1.550 -0.942 -0.483  0.49
H 0.654 2.830 0.048  0.42

2 unconnected molecules or ions with the total composition C4H11NO2 at a distorted geometry, computed with ωB97M-V with the def2-TZVPD basis set.

Calculated values
Orbital gap in eV: 10.09
Lowest unoccupied orbital energy in eV: 0.44
Energy above the lowest of the compared OMol25 structures with the same formula, charge and spin in eV: 0.6560
Energy in hartree: -364.2441
Total charge: 0

Last column: natural (NBO) charge in e.
Cartesian coordinates (Å):
C -1.416 0.466 -0.942  -0.49
C -1.449 1.313 0.353  -0.62
C -0.013 0.182 -1.428  0.69
N 0.860 -0.290 -0.462  -0.65
C 2.154 -0.822 -0.914  -0.42
O 0.309 0.218 -2.596  -0.60
H -1.853 -0.471 -0.735  0.23
H -1.927 0.982 -1.751  0.23
H -2.310 1.977 0.323  0.22
H -0.557 1.922 0.501  0.20
H -1.567 0.664 1.215  0.23
H 0.912 0.136 0.445  0.39
H 2.509 -0.248 -1.769  0.22
H 2.797 -0.792 -0.039  0.19
H 2.091 -1.852 -1.270  0.20
H 0.448 -0.672 2.920  0.46
H -0.504 -1.841 3.081  0.47
O -0.484 -0.874 3.067  -0.93